Record 1
C6H14N2O2 | the ωB97M-V functional and the def2-TZVPD basis

Results
* LUMO energy: 0.483 eV
* electronic energy: -13522.9063 eV
* Kohn-Sham gap: 9.11 eV
* SMILES: CNC(C)=O.CNC(C)=O
* spin multiplicity: 1
* relative energy (zero: lowest compared OMol25 entry of this formula, charge and spin): 2.7180 eV

Last column: natural (NBO) charge in e.
Atoms and positions in Å:
C: 2.113 2.009 0.357  -0.46
N: 1.622 0.663 -0.043  -0.69
C: 2.532 -0.399 -0.205  0.68
C: 2.055 -1.730 -0.750  -0.70
O: 3.681 -0.185 0.070  -0.64
H: 3.159 1.733 0.783  0.26
H: 2.453 2.611 -0.691  0.17
H: 1.288 2.725 0.872  0.22
H: 0.604 0.637 -0.281  0.44
H: 2.617 -1.878 -1.614  0.23
H: 0.979 -1.572 -1.005  0.23
H: 2.360 -2.459 0.148  0.24
C: -4.172 0.448 -0.744  -0.42
N: -3.210 -0.272 0.287  -0.61
C: -1.888 -0.153 0.240  0.67
C: -1.119 -0.828 1.393  -0.73
O: -1.178 0.326 -0.685  -0.68
H: -3.647 1.076 -1.389  0.23
H: -4.703 -0.175 -1.488  0.22
H: -4.779 1.147 -0.063  0.21
H: -3.589 -0.594 1.247  0.41
H: -1.632 -1.019 2.384  0.21
H: -0.100 -0.330 1.594  0.26
H: -1.048 -1.856 0.969  0.24

Record 2
C6H14N2O2 | the ωB97M-V functional and the def2-TZVPD basis

Results
* LUMO energy: 0.739 eV
* electronic energy: -13524.8721 eV
* Kohn-Sham gap: 10.14 eV
* SMILES: CNC(C)=O.CNC(C)=O
* spin multiplicity: 1
* relative energy (zero: lowest compared OMol25 entry of this formula, charge and spin): 0.7522 eV

Last column: natural (NBO) charge in e.
Atoms and positions in Å:
C: -0.967 2.211 1.355  -0.42
N: 0.082 1.281 1.703  -0.63
C: 1.289 1.264 1.045  0.69
C: 2.183 0.120 1.472  -0.73
O: 1.502 2.020 0.117  -0.63
H: -1.228 2.870 2.187  0.19
H: -0.591 2.816 0.550  0.24
H: -1.864 1.673 1.035  0.18
H: -0.090 0.652 2.466  0.39
H: 3.124 0.246 0.952  0.24
H: 2.295 0.209 2.556  0.21
H: 1.823 -0.847 1.147  0.27
C: -1.677 -1.347 0.201  -0.42
N: -1.203 -0.951 -1.120  -0.61
C: 0.054 -1.239 -1.536  0.68
C: 0.398 -1.107 -2.991  -0.71
O: 0.876 -1.708 -0.757  -0.65
H: -2.564 -0.752 0.427  0.20
H: -2.052 -2.382 0.151  0.19
H: -0.852 -1.349 0.896  0.23
H: -1.890 -0.591 -1.756  0.39
H: -0.100 -1.846 -3.613  0.23
H: -0.007 -0.200 -3.465  0.22
H: 1.458 -1.043 -3.022  0.25

Record 3
C6H14N2O2 | the ωB97M-V functional and the def2-TZVPD basis

Results
* LUMO energy (alpha / beta): 0.831 / -1.639 eV
* electronic energy: -13515.2422 eV
* Kohn-Sham gap (alpha / beta): 7.17 / 7.42 eV
* expectation value of S²: 2.01
* spin multiplicity: 3
* relative energy (zero: lowest compared OMol25 entry of this formula, charge and spin): 2.4205 eV

Last column: Mulliken spin population.
Atoms and positions in Å:
C: 2.834 -0.431 -1.071  0.00
C: 2.832 -0.569 1.454  0.01
C: -2.682 0.945 1.168  0.04
C: -2.769 -0.931 -0.537  0.02
C: 2.965 0.128 0.150  -0.01
C: -1.953 0.240 -0.071  -0.01
N: 0.427 0.080 -0.033  0.78
N: -0.672 -0.258 0.421  0.40
O: 0.297 1.151 -0.882  0.13
O: -0.721 -1.088 1.316  0.64
H: 2.554 -1.472 -1.152  0.01
H: 1.019 0.952 -1.512  0.00
H: 2.995 0.312 -1.882  0.00
H: 3.805 -0.889 1.778  0.00
H: 2.071 -1.489 1.462  0.00
H: 2.307 0.033 2.137  -0.01
H: -3.702 1.172 1.029  0.00
H: -2.755 0.123 1.792  0.00
H: -2.031 1.745 1.533  -0.01
H: -3.109 -1.626 0.262  0.00
H: -2.190 -1.694 -1.209  0.00
H: -3.673 -0.459 -1.119  0.00
H: 3.261 1.190 0.092  0.00
H: -1.764 0.904 -0.946  0.00

Record 4
C6H14N2O2 | the ωB97M-V functional and the def2-TZVPD basis

Results
* LUMO energy (alpha / beta): -2.852 / -8.403 eV
* electronic energy: -13515.0989 eV
* Kohn-Sham gap (alpha / beta): 10.24 / 4.68 eV
* total charge: +1
* expectation value of S²: 0.78
* spin multiplicity: 2
* relative energy (zero: lowest compared OMol25 entry of this formula, charge and spin): 1.6612 eV

Last column: Mulliken spin population.
Atoms and positions in Å:
C: 2.654 -1.351 1.257  0.00
C: 1.438 2.359 1.152  0.00
C: 1.805 -0.175 1.043  0.00
O: 0.713 -0.312 0.471  0.00
N: 2.118 1.082 1.498  0.00
H: 3.568 -1.445 0.622  0.00
H: 2.906 1.347 2.106  0.00
H: 0.557 2.100 0.530  0.00
H: 3.047 -1.615 2.232  0.00
H: 1.772 -2.120 0.982  0.00
H: 1.291 2.950 2.026  0.00
H: 2.141 3.006 0.594  0.00
C: -2.574 1.276 -1.476  0.01
C: -1.323 -2.256 -0.951  0.01
C: -2.256 -1.216 -1.424  -0.11
O: -3.245 -1.383 -2.133  0.42
N: -1.891 0.061 -1.118  0.61
H: -1.047 0.266 -0.615  -0.03
H: -2.270 1.802 -2.438  0.06
H: -0.331 -1.762 -0.710  -0.01
H: -3.622 1.082 -1.530  0.02
H: -2.208 2.069 -0.747  0.02
H: -1.732 -2.545 0.045  -0.01
H: -1.509 -3.221 -1.415  0.00

Record 5
C6H14N2O2 | the ωB97M-V functional and the def2-TZVPD basis

Results
* LUMO energy (alpha / beta): -3.280 / -8.323 eV
* electronic energy: -13516.1485 eV
* Kohn-Sham gap (alpha / beta): 9.85 / 4.81 eV
* total charge: +1
* expectation value of S²: 0.75
* spin multiplicity: 2
* relative energy (zero: lowest compared OMol25 entry of this formula, charge and spin): 0.6116 eV

Last column: Mulliken spin population.
Atoms and positions in Å:
C: 2.589 -0.476 -0.732  0.00
C: 0.614 2.337 -2.455  0.00
C: 1.488 0.512 -1.094  0.00
O: 0.726 0.876 -0.176  0.00
N: 1.531 1.157 -2.269  0.00
H: 3.411 0.117 -0.354  0.00
H: 2.153 0.865 -3.007  0.00
H: -0.233 2.164 -1.804  0.00
H: 2.168 -1.124 0.031  0.00
H: 2.815 -1.220 -1.492  0.00
H: 1.194 3.224 -2.243  0.00
H: 0.356 2.332 -3.506  0.00
C: -1.160 -2.533 0.706  0.02
C: -1.908 0.731 2.438  0.09
C: -1.982 -0.712 2.022  -0.03
O: -2.922 -1.408 2.451  0.87
N: -1.162 -1.088 1.057  0.05
H: -0.446 -0.424 0.767  0.00
H: -2.121 -2.950 1.012  0.00
H: -1.054 1.195 1.967  0.02
H: -1.153 -2.622 -0.379  0.00
H: -0.340 -3.013 1.250  0.00
H: -2.812 1.311 2.285  0.00
H: -1.753 0.751 3.525  0.00